DFT (ωB97M-V/def2-TZVPD) results for a structure of composition C25H28Cl7CrN5O5S4.

Properties
Molecular weight, g/mol: 906.96
Kohn-Sham gap (alpha / beta), eV: 3.4 / 5.6
HOMO energy (alpha / beta), eV: 0.204 / -2.083
E_tot, eV: -203493.763

ORCA input file:
```
! RIJCOSX wB97M-V def2-TZVPD def2/J DEFGRID3
* xyz -2 5
Cr -1.0614 -0.1592 -0.1480
Cl -5.9187 -0.6294 0.3526
C -4.8609 0.5533 1.0875
C -5.4054 1.5274 1.9181
C -4.5801 2.4659 2.5005
Cl -5.3194 3.6724 3.5562
C -3.1903 2.4995 2.2881
C -2.2683 3.4349 2.8387
C -0.9180 3.3244 2.4508
C -0.5003 2.3409 1.5969
N -1.3534 1.4137 1.0786
C -2.6885 1.5037 1.4259
C -3.4958 0.5145 0.8438
O -2.8981 -0.4017 0.0889
H -6.4703 1.5437 2.1021
H -2.6034 4.2008 3.5210
H -0.1814 4.0293 2.8161
H 0.5288 2.2862 1.2682
Cl 2.6740 2.7882 -5.5188
C 1.4659 2.3811 -4.3443
C 1.8041 1.6767 -3.1940
Cl 3.4540 1.2246 -2.9044
C 0.8301 1.3392 -2.2769
Cl 1.2535 0.5378 -0.7860
C -0.5524 1.6090 -2.4546
O -1.4497 1.2162 -1.6505
C -0.8496 2.3821 -3.6174
Cl -2.5016 2.8155 -3.8393
C 0.1263 2.7393 -4.5256
Cl -0.3061 3.6538 -5.9343
C 6.8590 3.2217 4.2468
C 6.4719 2.3672 3.0483
C 6.7049 0.8824 3.2961
C 6.4466 0.0225 2.0656
N 5.1005 0.1669 1.5196
C 3.9949 -0.0175 2.3463
S 2.7252 1.0394 2.3762
N 4.0375 -1.1436 3.0884
C 2.8796 -1.6477 3.8402
C 2.6997 -0.9946 5.2037
C 3.9355 -1.0386 6.0970
C 4.3972 -2.4519 6.4351
H 6.6899 4.2823 4.0582
H 7.9130 3.0917 4.5053
H 6.2676 2.9479 5.1227
H 7.0434 2.6821 2.1677
H 5.4157 2.5288 2.8154
H 6.0555 0.5448 4.1089
H 7.7367 0.7160 3.6270
H 6.6468 -1.0283 2.2895
H 7.1351 0.2967 1.2627
H 4.9703 1.0278 1.0046
H 4.7160 -1.8286 2.7984
H 3.0412 -2.7216 3.9468
H 1.9782 -1.5053 3.2395
H 1.8640 -1.5061 5.6894
H 2.3832 0.0378 5.0532
H 3.7214 -0.4960 7.0217
H 4.7511 -0.4968 5.6090
H 3.5853 -3.0307 6.8808
H 5.2314 -2.4477 7.1399
H 4.7276 -2.9927 5.5463
N 1.1313 -3.2230 -1.2456
C -0.2119 -3.0876 -1.2721
N -0.9438 -3.9938 -0.6351
S -0.9313 -1.8199 -2.1658
H 1.5149 -3.6690 -0.4245
H 1.6207 -2.3929 -1.5423
H -0.5126 -4.4569 0.1660
H -1.8864 -3.6946 -0.3845
O -0.3618 -4.2158 2.3047
S -1.2363 -3.0313 2.3674
O -2.4056 -3.1670 1.5050
O -1.5188 -2.5603 3.7030
S 0.0593 -1.5784 1.4501
*
```

Mulliken atomic charge list, values in e, 5 entries:
1. Cr 0.34
2. Cl -0.29
3. C 0.45
4. C -0.79
5. C 0.93